[1]
# C4H3ClF3N2S

2 unconnected molecules or ions with the total composition C4H3ClF3N2S (ωB97M-V/def2-TZVPD, the OMol25 dataset).

CARTESIAN COORDINATES (ANGSTROEM)
C 1.672 0.516 -0.714
C 0.823 -0.265 0.006
C 1.177 1.510 1.217
C -2.448 -1.785 -0.835
N 1.945 1.588 0.106
N 0.458 0.360 1.176
F -2.103 -0.684 -0.170
F -3.356 -2.389 -0.123
F -2.924 -1.351 -1.970
S -0.964 -2.998 -1.074
Cl 1.397 2.647 2.474
H 2.144 0.486 -1.620
H 2.489 2.377 -0.192
H -0.310 -0.013 1.718

Kohn-Sham gap (spin up / spin down) = 0.3686 / 0.2617 Eh
spin multiplicity = 3
net charge = +1
E = -38675.8532 eV
<S²> = 2.01
energy relative to the best compared isomer or geometry (same formula, charge and spin) = 0.000 eV

Results of the natural (NBO) charge analysis, in e, for atoms 1 through 5:
1. C -0.1602
2. C 0.3601
3. C 0.3646
4. C 0.8555
5. N -0.4611

---

[2]
# C28H26BGeN6Tc

A molecular structure, C28H26BGeN6Tc (ωB97M-V/def2-TZVPD, the OMol25 dataset).

CARTESIAN COORDINATES (ANGSTROEM)
Tc 1.359 0.216 0.739
C 5.087 -0.289 -1.331
C 3.827 0.302 -1.349
N 3.182 0.058 -0.214
N 4.051 -0.666 0.684
C 5.183 -0.901 -0.033
B 3.690 -1.079 2.123
N 2.607 -2.052 2.137
C 2.325 -3.130 2.926
C 1.112 -3.680 2.558
C 0.620 -2.806 1.597
N 1.533 -1.855 1.311
N 3.171 0.314 2.942
C 3.507 0.935 4.022
C 2.681 2.091 4.188
C 1.875 2.113 3.086
N 2.227 1.121 2.247
H 5.728 -0.478 -2.143
H 3.423 0.738 -2.273
H 5.944 -1.456 0.482
H 4.784 -1.358 2.527
H 3.007 -3.646 3.564
H 0.635 -4.563 3.012
H -0.249 -2.908 0.978
H 4.275 0.443 4.601
H 2.619 2.631 5.076
H 1.125 2.807 2.795
C -0.023 1.225 0.028
Ge -1.670 0.740 -0.861
C -3.147 0.587 0.437
C -3.783 1.695 1.015
C -4.589 1.595 2.132
C -4.825 0.305 2.652
C -4.259 -0.811 2.084
C -3.515 -0.707 0.939
C -2.138 1.922 -2.395
C -1.715 1.716 -3.733
C -1.571 2.789 -4.615
C -1.979 4.055 -4.176
C -2.414 4.268 -2.879
C -2.634 3.173 -2.052
C -1.133 -0.916 -1.755
C -2.104 -1.592 -2.477
C -1.867 -2.859 -3.051
C -0.681 -3.457 -2.832
C 0.305 -2.856 -2.065
C 0.081 -1.561 -1.520
H 0.269 2.229 -0.164
H -3.649 2.633 0.539
H -5.070 2.442 2.559
H -5.411 0.137 3.545
H -4.335 -1.737 2.609
H -3.049 -1.566 0.486
H -1.471 0.734 -4.071
H -1.196 2.656 -5.617
H -1.929 4.957 -4.753
H -2.647 5.256 -2.489
H -3.267 3.333 -1.215
H -2.977 -1.019 -2.813
H -2.648 -3.347 -3.650
H -0.482 -4.465 -3.174
H 1.299 -3.376 -1.960
H 0.898 -1.077 -0.964

Kohn-Sham gap (spin up / spin down) = 0.2717 / 0.2611 Eh
spin multiplicity = 4
net charge = +1
E = -97780.1836 eV
<S²> = 3.79
energy relative to the best compared isomer or geometry (same formula, charge and spin) = 0.553 eV

Results of the natural (NBO) charge analysis, in e, for atoms 1 through 5:
1. Tc 1.1341
2. C -0.3353
3. C 0.0324
4. N -0.3915
5. N -0.3348

---

[3]
# C3H5NO2S

C3H5NO2S in the gas phase (ωB97M-V/def2-TZVPD, the OMol25 dataset).

CARTESIAN COORDINATES (ANGSTROEM)
C -1.468 1.558 -0.032
N -0.959 0.207 0.134
C -1.798 -0.885 -0.053
O -2.995 -0.832 0.094
O 0.284 0.023 -0.491
C 1.299 -0.013 0.412
S 2.830 -0.180 -0.041
H -2.475 1.560 0.327
H -1.458 1.858 -1.093
H -0.865 2.242 0.564
H -1.240 -1.817 -0.311
H 0.959 0.098 1.458

Kohn-Sham gap = 0.3432 Eh
SMILES = CN(C=O)OC=S
net charge = 0
E = -19610.1234 eV
energy relative to the best compared isomer or geometry (same formula, charge and spin) = 2.388 eV

Results of the natural (NBO) charge analysis, in e, for atoms 1 through 5:
1. C -0.4371
2. N -0.1850
3. C 0.5213
4. O -0.5611
5. O -0.3499

---

[4]
# C5H8BrI

A molecular structure, C5H8BrI (ωB97M-V/def2-TZVPD, the OMol25 dataset).

CARTESIAN COORDINATES (ANGSTROEM)
C -1.305 0.642 0.542
C -1.435 1.545 1.973
C 1.566 -1.073 -1.451
C -0.029 0.156 0.190
C 0.213 -1.086 -0.739
Br -3.023 2.432 2.299
I -0.022 1.379 3.433
H -2.172 0.881 0.025
H 1.705 -1.890 -2.040
H 2.317 -0.824 -0.814
H 1.618 -0.296 -2.159
H 0.387 0.927 -0.588
H 0.613 0.219 1.086
H 0.135 -2.038 -0.259
H -0.568 -0.972 -1.497

Kohn-Sham gap (spin up / spin down) = 0.2918 / 0.2898 Eh
net charge = 0
E = -83454.0350 eV
energy relative to the best compared isomer or geometry (same formula, charge and spin) = 2.613 eV

Results of the natural (NBO) charge analysis, in e, for atoms 1 through 5:
1. C -0.0934
2. C -0.4878
3. C -0.5998
4. C -0.5005
5. C -0.3676

---

[5]
# C18H20Cl8N4

6 unconnected molecules or ions with the total composition C18H20Cl8N4 (ωB97M-V/def2-TZVPD, the OMol25 dataset).

CARTESIAN COORDINATES (ANGSTROEM)
N 14.883 -20.786 -10.426
C 13.680 -20.320 -9.959
C 12.982 -21.398 -9.365
C 13.838 -22.468 -9.470
C 14.980 -22.158 -10.124
H 15.531 -20.170 -10.895
H 13.460 -19.269 -10.080
H 12.055 -21.267 -8.826
H 13.631 -23.415 -8.994
H 15.865 -22.670 -10.474
N 12.141 -22.464 -12.178
C 11.134 -21.750 -12.668
C 10.547 -22.469 -13.666
C 11.233 -23.621 -13.859
C 12.341 -23.554 -12.989
H 12.586 -22.260 -11.294
H 10.716 -20.901 -12.148
H 9.619 -22.252 -14.176
H 10.993 -24.408 -14.559
H 13.121 -24.274 -12.789
N 13.533 -20.718 -15.078
C 13.710 -19.799 -16.039
C 15.002 -19.870 -16.604
C 15.544 -20.968 -15.922
C 14.694 -21.459 -14.958
H 12.675 -20.870 -14.567
H 12.874 -19.156 -16.270
H 15.475 -19.224 -17.329
H 16.499 -21.403 -16.178
H 14.757 -22.367 -14.377
N 9.108 -22.168 -18.432
C 7.957 -22.836 -18.747
C 7.686 -23.663 -17.699
C 8.638 -23.452 -16.715
C 9.599 -22.618 -17.218
H 9.595 -21.444 -18.940
H 7.482 -22.662 -19.701
H 6.861 -24.338 -17.531
H 8.638 -23.883 -15.724
H 10.485 -22.169 -16.793
C 11.229 -17.311 -11.922
Cl 10.829 -17.949 -10.359
Cl 12.132 -15.733 -11.826
Cl 12.306 -18.523 -12.839
Cl 9.759 -17.064 -12.868
C 7.337 -18.791 -15.698
Cl 8.015 -17.243 -16.308
Cl 7.042 -19.923 -17.083
Cl 8.541 -19.578 -14.672
Cl 5.873 -18.371 -14.788

Kohn-Sham gap (spin up / spin down) = 0.2915 / 0.1127 Eh
spin multiplicity = 2
net charge = +1
E = -125120.0367 eV
<S²> = 0.76

Results of the natural (NBO) charge analysis, in e, for atoms 1 through 5:
1. N -0.5080
2. C -0.0457
3. C -0.3702
4. C -0.3142
5. C -0.0930

---

[6]
# C58H67N7O26

11 unconnected molecules or ions with the total composition C58H67N7O26 (ωB97M-V/def2-TZVPD, the OMol25 dataset).

CARTESIAN COORDINATES (ANGSTROEM)
O 4.571 0.305 -6.004
N 3.977 0.543 -4.971
O 4.326 0.178 -3.851
C 2.796 1.416 -5.037
C 2.084 1.742 -3.906
C 0.989 2.590 -3.984
C 0.646 3.154 -5.201
C 1.378 2.836 -6.344
C 2.455 1.975 -6.255
H 2.343 1.405 -2.909
H 0.450 2.859 -3.086
H -0.131 3.900 -5.311
H 1.082 3.255 -7.296
H 2.964 1.655 -7.155
O 3.223 -1.713 3.363
N 4.069 -0.897 3.679
O 5.230 -1.148 3.941
C 3.672 0.517 3.771
C 2.390 0.854 3.380
C 2.000 2.188 3.498
C 2.858 3.161 3.971
C 4.143 2.780 4.372
C 4.556 1.475 4.228
H 1.668 0.167 2.960
H 1.070 2.447 3.002
H 2.560 4.198 4.033
H 4.802 3.565 4.718
H 5.544 1.169 4.551
O 5.056 -2.358 -3.031
N 4.234 -2.608 -3.871
O 3.078 -2.284 -3.791
C 4.641 -3.316 -5.078
C 5.901 -3.875 -5.134
C 6.273 -4.594 -6.260
C 5.320 -4.829 -7.250
C 4.043 -4.293 -7.189
C 3.699 -3.592 -6.041
H 6.632 -3.796 -4.339
H 7.266 -5.009 -6.346
H 5.636 -5.396 -8.121
H 3.323 -4.468 -7.972
H 2.684 -3.254 -5.872
O -5.169 -2.653 0.297
N -3.978 -2.640 0.514
O -3.479 -2.901 1.581
C -3.113 -2.363 -0.631
C -1.752 -2.206 -0.422
C -0.934 -2.019 -1.513
C -1.445 -1.789 -2.778
C -2.815 -1.998 -2.959
C -3.668 -2.275 -1.895
H -1.427 -2.136 0.604
H 0.121 -1.886 -1.295
H -0.879 -1.553 -3.667
H -3.209 -2.027 -3.967
H -4.719 -2.336 -2.131
O 2.932 6.390 -1.053
N 3.098 5.399 -1.702
O 2.619 5.212 -2.784
C 3.906 4.333 -1.130
C 4.354 3.314 -1.965
C 5.039 2.252 -1.397
C 5.247 2.207 -0.028
C 4.808 3.237 0.786
C 4.100 4.288 0.233
H 4.163 3.346 -3.026
H 5.452 1.531 -2.090
H 5.810 1.409 0.445
H 4.962 3.175 1.853
H 3.819 5.162 0.809
O -3.139 -4.482 7.360
N -3.099 -4.019 6.233
O -4.007 -4.033 5.450
C -1.840 -3.379 5.799
C -0.710 -3.494 6.582
C 0.486 -2.938 6.146
C 0.545 -2.322 4.905
C -0.598 -2.252 4.123
C -1.796 -2.811 4.534
H -0.819 -3.901 7.577
H 1.310 -2.944 6.846
H 1.504 -1.921 4.610
H -0.534 -1.817 3.130
H -2.588 -2.811 3.809
O -8.376 5.218 0.452
N -7.536 4.604 1.107
O -7.817 3.800 2.004
C -6.129 4.756 0.793
C -5.778 5.810 -0.043
C -4.445 6.019 -0.352
C -3.462 5.205 0.200
C -3.821 4.199 1.080
C -5.148 4.018 1.423
H -6.533 6.423 -0.513
H -4.155 6.816 -1.022
H -2.436 5.310 -0.132
H -3.138 3.465 1.485
H -5.438 3.171 2.031
C -3.080 0.358 2.949
C -1.836 1.100 3.458
O -1.988 1.468 4.816
C -2.868 2.428 5.086
O -3.601 2.940 4.291
O -2.762 2.699 6.369
C -3.578 3.717 6.914
H -3.893 1.064 2.784
H -3.389 -0.380 3.687
H -2.914 -0.147 1.996
H -1.622 1.969 2.835
H -1.052 0.356 3.349
H -3.334 4.658 6.421
H -3.424 3.822 7.984
H -4.643 3.498 6.809
C -8.349 -0.237 1.325
C -6.879 -0.015 1.070
O -6.738 0.383 -0.293
C -5.546 0.689 -0.743
O -4.595 0.942 -0.057
O -5.555 0.649 -2.058
C -4.426 1.226 -2.699
H -8.572 -0.711 2.276
H -8.794 -0.847 0.530
H -8.919 0.692 1.234
H -6.299 -0.912 1.263
H -6.565 0.789 1.740
H -4.626 1.201 -3.764
H -3.538 0.616 -2.512
H -4.218 2.235 -2.344
C 0.905 -4.290 0.370
C 1.521 -4.529 -1.013
O 2.751 -5.189 -0.818
C 3.412 -5.554 -1.875
O 3.024 -5.429 -2.989
O 4.528 -6.134 -1.525
C 5.340 -6.517 -2.603
H 1.383 -5.004 1.042
H -0.175 -4.361 0.390
H 1.232 -3.316 0.740
H 1.654 -3.564 -1.500
H 0.825 -5.108 -1.618
H 4.838 -7.295 -3.183
H 6.215 -6.999 -2.176
H 5.627 -5.724 -3.285
C 3.104 -0.914 -0.984
C 2.568 -0.354 0.317
O 1.636 0.661 -0.029
C 0.359 0.591 0.239
O -0.178 -0.213 0.970
O -0.290 1.547 -0.383
C -1.704 1.617 -0.213
H 2.317 -1.184 -1.691
H 3.873 -1.687 -0.941
H 3.652 -0.131 -1.529
H 3.410 -0.037 0.937
H 2.100 -1.100 0.968
H -2.072 2.583 -0.541
H -1.926 1.487 0.842
H -2.169 0.830 -0.800

Kohn-Sham gap = 0.3234 Eh
SMILES = O=[N+]([O-])c1ccccc1.O=[N+]([O-])c1ccccc1.O=[N+]([O-])c1ccccc1.O=[N+]([O-])c1ccccc1.O=[N+]([O-])c1ccccc1.O=[N+]([O-])c1ccccc1.O=[N+]([O-])c1ccccc1.CCOC(=O)OC.CCOC(=O)OC.CCOC(=O)OC.CCOC(=O)OC
net charge = 0
E = -124879.9849 eV
energy relative to the best compared isomer or geometry (same formula, charge and spin) = 0.000 eV

Results of the Löwdin charge analysis, in e, for atoms 1 through 5:
1. O 0.0913
2. N -0.3083
3. O 0.0375
4. C -0.1418
5. C -0.0121

---

[7]
# C4H6N2S

A molecular structure, C4H6N2S (ωB97M-V/def2-TZVPD, the OMol25 dataset).

CARTESIAN COORDINATES (ANGSTROEM)
C -1.008 1.277 -2.427
C -0.152 0.557 -1.634
C 0.952 -0.435 2.078
C -0.434 -0.261 -0.560
N 1.705 -0.286 3.076
N -0.976 -1.298 -0.448
S 0.317 0.940 1.294
H -0.651 1.744 -3.212
H -1.994 1.375 -2.231
H 0.921 0.688 -1.692
H 0.585 -1.434 1.764
H 1.906 -1.046 3.626
H -1.171 -1.822 0.366

Kohn-Sham gap = 0.3130 Eh
net charge = 0
E = -18057.0043 eV
energy relative to the best compared isomer or geometry (same formula, charge and spin) = 3.969 eV

Results of the natural (NBO) charge analysis, in e, for atoms 1 through 5:
1. C -0.2712
2. C -0.3197
3. C -0.0771
4. C 0.4210
5. N -0.6614

---

[8]
# C3H3FFeO2

A molecular structure, C3H3FFeO2 (ωB97M-V/def2-TZVPD, the OMol25 dataset).

CARTESIAN COORDINATES (ANGSTROEM)
H 0.874 0.687 1.300
F -0.617 -1.652 -1.314
O -0.721 -0.899 0.850
O -0.589 0.986 -0.323
C 0.121 -1.216 -0.275
C 0.639 0.220 -0.359
C -0.310 0.403 0.914
H 0.867 -1.970 0.001
H 1.407 0.657 -0.991
Fe -1.671 2.784 0.196

Kohn-Sham gap (spin up / spin down) = 0.3293 / 0.3190 Eh
spin multiplicity = 6
net charge = +1
E = -44344.3613 eV
<S²> = 8.75
energy relative to the best compared isomer or geometry (same formula, charge and spin) = 3.325 eV

Results of the natural (NBO) charge analysis, in e, for atoms 1 through 5:
1. H 0.3265
2. F -0.2973
3. O -0.4691
4. O -0.6125
5. C 0.4378